a.
Below is a single C5H10O molecule, with properties calculated with ωB97M-V/def2-TZVPD.

Each line ends with the Mulliken charge.
Cartesian coordinates (Å):
O1 1.411 1.198 1.155  -0.5498
C1 1.164 0.260 0.109  0.1280
H1 -2.011 0.472 -1.103  0.3457
C2 -0.933 -1.070 0.064  -0.5541
C3 0.166 0.805 -0.923  -0.9526
H2 2.143 0.056 -0.336  0.2996
H3 0.493 -0.979 1.736  0.2759
H4 0.334 0.316 -1.892  0.3175
H5 -1.472 0.984 0.501  0.2311
H6 0.690 1.838 1.165  0.3348
H7 1.073 -1.927 0.366  0.2772
C4 -1.200 0.375 -0.374  -0.4601
H8 0.284 1.884 -1.080  0.3805
C5 0.499 -1.037 0.642  -0.6795
H9 -0.972 -1.729 -0.812  0.2822
H10 -1.670 -1.445 0.781  0.3235

The SMILES is OC1CCCC1. For the highest occupied orbital energy, the calculation gives -10.02 eV. Its orbital gap is 11.1 eV.

---

b.
Below is 2 unconnected molecules or ions with the total composition C5H10O, with properties calculated with ωB97M-V/def2-TZVPD.

Each line ends with the Mulliken charge.
Cartesian coordinates (Å):
H1 -1.493 0.706 0.900  0.2267
O1 0.780 0.906 -1.231  -0.1553
H2 -0.711 0.543 2.475  0.3519
H3 -0.935 -1.650 0.564  0.3668
H4 -0.268 2.265 -2.313  0.2271
H5 0.230 1.070 1.073  0.3176
H6 -1.277 1.332 -1.175  0.1879
C1 -0.209 -1.032 1.091  -0.1300
C2 -0.450 1.277 -1.888  -0.5401
C3 0.983 -1.545 1.402  -0.5094
H7 0.395 -0.991 -1.554  0.1816
C4 1.214 -0.326 -1.145  -0.2689
H8 -0.681 0.557 -2.678  0.3561
H9 1.258 -2.570 1.174  0.2564
C5 -0.570 0.397 1.400  -1.0894
H10 1.734 -0.939 1.904  0.2209

For the highest occupied orbital energy, the calculation gives -8.23 eV. Its orbital gap is 9.2 eV.

---

c.
Below is a single C5H10O molecule, with properties calculated with ωB97M-V/def2-TZVPD.

Each line ends with the Mulliken charge.
Cartesian coordinates (Å):
C1 -1.221 -0.135 -0.917  -0.5021
C2 0.064 0.082 1.227  -0.6706
H1 1.942 -0.586 -1.598  0.3159
H2 -0.033 -0.993 1.438  0.3089
H3 -2.093 0.311 0.999  0.3123
O1 -0.011 -0.025 -1.644  -0.3771
H4 2.219 -0.066 0.866  0.3131
C3 -1.171 0.548 0.451  -0.5003
H5 -2.001 0.305 -1.546  0.2912
H6 -1.457 -1.204 -0.778  0.3284
H7 0.141 0.594 2.192  0.2979
C4 1.312 0.282 0.361  -0.5049
H8 -1.143 1.638 0.325  0.2918
H9 1.443 1.354 0.151  0.2824
C5 1.090 -0.527 -0.915  -0.5000
H10 0.919 -1.579 -0.613  0.3130

The SMILES is C1CCOCC1. For the highest occupied orbital energy, the calculation gives -9.58 eV. Its orbital gap is 10.7 eV.

---

The structure with the greatest stability is a.

---

a.
Below is a single C5H10O molecule, with properties calculated with ωB97M-V/def2-TZVPD.

Each line ends with the Mulliken charge.
Cartesian coordinates (Å):
C1 1.497 -0.476 0.496  -0.7897
H1 1.786 -1.534 0.376  0.2577
H2 1.219 -0.335 1.552  0.3835
H3 -2.618 0.607 0.340  0.3042
H4 -2.153 0.405 -1.364  0.2305
C2 -1.790 0.363 -0.332  -0.4761
H5 -1.053 -1.222 1.001  0.2488
C3 -1.009 -0.941 -0.059  -0.7064
H6 3.020 0.658 0.939  0.3186
H7 -0.266 1.966 -0.855  0.2887
C4 -0.469 1.147 -0.159  -0.7346
H8 -1.245 -1.822 -0.664  0.3208
H9 -0.348 1.521 0.865  0.2481
O1 2.566 0.382 0.134  -0.5112
C5 0.297 -0.178 -0.372  0.3326
H10 0.579 -0.291 -1.425  0.2845

The SMILES is OCC1CCC1. For the highest occupied orbital energy, the calculation gives -10.05 eV. Its orbital gap is 11.0 eV.

---

b.
Below is a single C5H10O molecule, with properties calculated with ωB97M-V/def2-TZVPD.

Each line ends with the Mulliken charge.
Cartesian coordinates (Å):
H1 -0.153 1.398 1.523  0.2811
H2 2.070 -0.355 -1.626  0.3074
H3 -0.859 0.087 2.704  0.3392
C1 -0.767 -0.798 0.701  -0.0665
C2 -0.183 0.210 0.044  0.3184
H4 -0.177 -1.531 2.653  0.2418
C3 1.448 0.506 -1.891  -1.1100
H5 -1.916 -1.294 2.461  0.2940
H6 1.492 0.636 -2.978  0.3300
H7 -0.436 -0.576 -1.921  0.2614
H8 1.882 1.396 -1.427  0.2959
H9 -1.153 -1.626 0.114  0.2915
O1 0.281 1.340 0.663  -0.5088
H10 -0.589 1.180 -1.771  0.2772
C4 -0.936 -0.883 2.196  -1.1578
C5 -0.004 0.310 -1.443  -0.3948

The SMILES is C/C=C(\O)CC. For the highest occupied orbital energy, the calculation gives -8.52 eV. Its orbital gap is 9.4 eV.

---

The structure with the greatest stability is b.

---

a.
Below is a single C5H10O molecule, with properties calculated with ωB97M-V/def2-TZVPD.

Each line ends with the Mulliken charge.
Cartesian coordinates (Å):
O1 0.427 1.002 0.793  -0.4045
C1 0.718 0.399 -1.444  -0.5050
H1 0.958 2.425 -0.572  0.2889
H2 -0.768 -0.490 2.669  0.3296
H3 -0.718 1.848 -0.723  0.2585
C2 0.037 -0.773 -0.735  -0.6935
H4 -1.861 -0.264 1.287  0.3211
H5 0.394 0.542 -2.480  0.3334
C3 0.319 1.539 -0.515  -0.4259
H6 -1.146 -1.863 1.607  0.3514
H7 1.133 -0.887 1.137  0.2343
H8 1.807 0.269 -1.435  0.2679
C4 -0.960 -0.784 1.633  -1.3533
H9 -1.032 -0.801 -0.988  0.2950
H10 0.472 -1.746 -0.982  0.3527
C5 0.219 -0.414 0.749  0.3495

The SMILES is C[C@H]1CCCO1. For the highest occupied orbital energy, the calculation gives -9.48 eV. Its orbital gap is 10.6 eV.

---

b.
Below is a molecular structure, C5H10O, with properties calculated with ωB97M-V/def2-TZVPD.

Each line ends with the Mulliken charge.
Cartesian coordinates (Å):
H1 -0.964 1.969 1.193  0.1923
H2 -2.178 0.280 1.024  0.3449
H3 -2.286 -1.088 -0.235  0.3194
H4 2.208 -1.672 0.286  0.3478
C1 -0.083 1.569 0.237  -0.1465
O1 1.238 2.091 -0.181  -0.4955
H5 0.284 -0.751 1.256  0.3083
H6 -0.213 0.383 -1.504  0.3324
H7 2.534 0.087 0.481  0.3269
H8 0.078 -1.740 -0.255  0.2953
C2 1.930 -0.662 -0.025  -1.0780
H9 -2.585 0.583 -0.818  0.3255
C3 0.461 -0.770 0.164  -0.5563
C4 -0.514 0.282 -0.412  0.5185
C5 -1.985 -0.001 -0.066  -1.2826
H10 2.075 -0.559 -1.144  0.2478

For the highest occupied orbital energy, the calculation gives -9.85 eV. Its orbital gap is 9.7 eV.

---

c.
Below is a single C5H10O molecule, with properties calculated with ωB97M-V/def2-TZVPD.

Each line ends with the Mulliken charge.
Cartesian coordinates (Å):
O1 1.273 -1.390 1.036  -0.4638
H1 -1.537 1.804 -0.860  0.3876
C1 -1.452 -0.929 -0.284  -1.4874
C2 -0.481 0.174 0.116  0.7664
H2 0.169 2.157 -0.520  0.3550
H3 -0.710 0.517 1.133  0.1754
H4 -1.234 -1.285 -1.299  0.3338
H5 1.299 -0.705 -0.833  0.4293
H6 -1.367 -1.781 0.399  0.3565
C3 1.924 0.019 1.095  -0.7127
C4 -0.531 1.373 -0.832  -1.4488
H7 1.524 -0.148 2.094  0.4006
H8 2.962 0.070 0.743  0.2298
H9 -0.269 1.073 -1.856  0.3359
C5 0.912 -0.383 0.134  -0.0507
H10 -2.483 -0.566 -0.265  0.3930

The SMILES is CC(C)[C@H]1CO1. For the highest occupied orbital energy, the calculation gives -9.90 eV. Its orbital gap is 11.0 eV.

---

The structure with the greatest stability is a.

---

a.
Below is a single C5H10O molecule, with properties calculated with ωB97M-V/def2-TZVPD.

Each line ends with the Mulliken charge.
Cartesian coordinates (Å):
H1 -0.308 0.936 -2.011  0.3467
C1 -0.424 0.248 0.046  0.6752
C2 0.984 -0.324 0.096  -0.0379
O1 1.158 -1.533 0.822  -0.4401
H2 1.358 0.026 2.246  0.2323
H3 -1.505 1.799 -1.036  0.3963
H4 -2.455 -0.465 -0.237  0.4016
H5 1.523 -0.308 -0.856  0.3700
H6 2.874 -0.356 1.275  0.2563
C3 1.785 -0.363 1.322  -0.4369
H7 -1.373 -1.633 0.557  0.3503
C4 -0.507 1.348 -1.014  -1.5442
H8 -0.652 0.689 1.027  0.1838
H9 0.220 2.148 -0.831  0.3663
C5 -1.436 -0.866 -0.220  -1.4489
H10 -1.242 -1.347 -1.186  0.3290

The SMILES is CC(C)[C@H]1CO1. For the highest occupied orbital energy, the calculation gives -10.18 eV. Its orbital gap is 11.3 eV.

---

b.
Below is a molecular structure, C5H10O, with properties calculated with ωB97M-V/def2-TZVPD.

Each line ends with the Mulliken charge.
Cartesian coordinates (Å):
O1 0.417 -0.826 -0.336  -0.2037
H1 -0.449 -2.611 0.227  0.2659
H2 -0.177 2.452 -0.944  0.3398
H3 1.285 1.700 -0.280  0.3084
H4 -1.153 0.152 -1.350  0.3342
C1 0.035 0.527 1.899  -0.8733
H5 -0.983 -1.998 -1.356  0.3143
C2 -0.126 -2.103 -0.684  -0.6306
C3 -0.800 -0.044 0.795  -0.1353
H6 0.674 -2.663 -1.177  0.2299
H7 -0.628 1.255 2.391  0.3144
H8 0.978 1.036 1.653  0.2744
H9 0.847 1.438 -1.978  0.3394
C4 -0.404 0.362 -0.576  0.2694
H10 0.237 -0.244 2.650  0.2737
C5 0.448 1.551 -0.965  -1.4210

For the highest occupied orbital energy, the calculation gives -7.72 eV. Its orbital gap is 8.8 eV.

---

The structure with the greatest stability is a.